Record 1
{"formula": "C40H41AsCl2N4O7Ru", "method": "ωB97M-V/def2-TZVPD", "symbols": ["Ru", "O", "C", "C", "C", "C", "C", "C", "C", "O", "N", "O", "O", "H", "H", "H", "H", "C", "As", "C", "C", "C", "C", "C", "C", "C", "C", "H", "H", "H", "H", "H", "H", "H", "H", "H", "H", "H", "H", "H", "Cl", "C", "C", "C", "C", "C", "Cl", "C", "N", "C", "C", "C", "C", "C", "C", "C", "C", "O", "O", "H", "H", "H", "H", "H", "H", "H", "H", "H", "H", "C", "C", "N", "C", "C", "C", "O", "C", "C", "C", "C", "N", "C", "H", "H", "H", "H", "H", "H", "H", "H", "H", "H", "H", "H", "H", "H"], "positions_angstrom": [[0.04028, -0.25790, 0.32476], [-0.92215, 1.24893, -0.75951], [-2.08750, 1.62416, -0.54992], [-3.07832, 0.94535, 0.21896], [-4.31404, 1.60189, 0.37911], [-5.32616, 0.97170, 1.02886], [-5.18511, -0.33908, 1.49835], [-3.99273, -0.99457, 1.34240], [-2.89104, -0.35722, 0.74131], [-1.75704, -1.01771, 0.68460], [-6.60694, 1.67769, 1.22625], [-7.52258, 1.03664, 1.69063], [-6.65080, 2.84630, 0.91177], [-2.39161, 2.55994, -1.03161], [-4.46499, 2.60175, -0.00824], [-6.02700, -0.81589, 1.98158], [-3.86100, -2.00891, 1.69464], [0.18779, -3.52505, -1.23490], [0.87609, -2.57934, 0.29310], [0.09559, -3.57165, 1.74697], [2.77611, -2.99941, 0.41727], [2.98861, -4.47306, 0.61491], [3.05928, -5.32831, -0.48253], [3.26101, -6.68959, -0.30346], [3.39622, -7.21022, 0.97570], [3.33648, -6.36336, 2.07478], [3.13151, -5.00340, 1.89345], [0.45236, -4.57726, -1.15009], [0.60139, -3.09266, -2.14238], [-0.89546, -3.41611, -1.23280], [0.25817, -4.63435, 1.58037], [-0.97041, -3.35341, 1.77362], [0.54721, -3.26994, 2.68911], [3.17171, -2.42145, 1.25294], [3.22557, -2.63966, -0.50433], [2.97741, -4.92065, -1.48416], [3.32063, -7.34292, -1.16433], [3.55835, -8.27079, 1.11557], [3.45557, -6.76180, 3.07384], [3.09705, -4.34283, 2.75331], [0.53053, 2.63024, 1.75401], [1.83633, 3.63508, 2.33378], [1.50970, 4.69425, 3.15596], [2.50581, 5.56989, 3.55823], [3.79616, 5.40076, 3.08609], [4.09822, 4.34025, 2.24520], [5.66931, 4.30760, 1.51545], [3.14123, 3.38156, 1.89152], [3.39255, 2.31058, 1.03343], [4.45898, 1.41755, 1.02699], [5.24182, 1.20720, 2.29201], [6.53103, 0.49725, 2.09216], [6.76946, -0.20102, 0.96778], [5.84045, -0.18189, -0.11172], [4.71175, 0.64174, -0.09269], [3.86129, 0.70601, -1.34746], [2.54719, -0.03027, -1.20681], [2.24348, -0.99950, -1.86149], [1.76849, 0.49800, -0.27074], [0.48123, 4.83852, 3.45735], [2.26650, 6.40705, 4.19944], [4.57132, 6.11664, 3.32246], [2.60699, 2.02662, 0.45701], [5.37085, 2.14472, 2.82732], [7.23093, 0.49092, 2.91808], [7.68573, -0.76793, 0.86399], [6.04422, -0.77028, -0.99704], [4.39539, 0.25018, -2.17622], [3.64719, 1.74816, -1.60382], [5.81247, 0.14093, 6.15217], [5.57744, 1.47280, 5.45477], [4.17945, 1.66591, 5.04934], [3.42149, 2.68560, 5.77110], [3.25877, 2.40552, 7.26088], [3.62081, 0.86462, 4.10957], [4.45143, 0.31435, 3.18792], [2.27755, 0.47531, 4.01332], [1.27672, 0.55644, 5.03085], [-0.01301, 0.16302, 4.75359], [-0.34677, -0.32039, 3.49588], [0.61205, -0.47188, 2.54546], [1.85566, -0.11276, 2.79348], [6.84634, 0.07396, 6.49378], [5.62482, -0.68823, 5.46868], [5.15956, 0.03303, 7.01938], [6.24132, 1.55744, 4.59707], [5.82234, 2.30109, 6.11898], [2.45730, 2.80086, 5.28053], [3.95055, 3.63261, 5.63926], [2.95105, 1.37628, 7.44828], [2.50724, 3.07233, 7.68547], [4.19034, 2.57323, 7.80313], [1.52671, 0.88829, 6.02684], [-0.77411, 0.20949, 5.52146], [-1.34890, -0.62809, 3.23421], [2.57674, -0.26723, 2.00290]], "total_energy_ha": -5545.256807, "spin_multiplicity": 6, "charge": 1, "e_homo_ev": [-8.4, -10.7], "gap_ev": [4.93, 6.41], "mol_weight_g_mol": 936.69}


Record 2
{"formula": "C40H41BCl5N9O8Ti", "method": "ωB97M-V/def2-TZVPD", "symbols": ["Ti", "C", "C", "C", "C", "C", "N", "N", "B", "N", "N", "C", "C", "C", "C", "C", "N", "N", "C", "C", "C", "C", "C", "H", "H", "H", "H", "H", "H", "H", "H", "H", "H", "H", "H", "H", "H", "H", "H", "H", "H", "H", "H", "H", "H", "Cl", "C", "C", "Cl", "C", "Cl", "C", "O", "C", "Cl", "C", "Cl", "O", "C", "O", "C", "C", "C", "C", "C", "C", "O", "N", "O", "O", "N", "O", "O", "H", "H", "C", "C", "C", "C", "C", "C", "C", "C", "C", "C", "C", "C", "N", "H", "H", "H", "H", "H", "H", "H", "H", "H", "H", "H", "H", "H", "H", "H", "H", "H"], "positions_angstrom": [[-0.04008, -0.31494, -0.32692], [-0.77390, 4.37657, 1.33616], [0.44539, 3.62763, 1.75883], [1.17235, 3.74046, 2.96074], [2.19652, 2.82749, 2.84293], [3.26223, 2.46940, 3.82256], [2.06270, 2.22078, 1.64098], [0.98575, 2.71025, 0.97673], [2.98267, 1.19194, 0.95289], [2.78647, 1.32269, -0.55549], [1.69191, 0.85126, -1.20789], [1.76274, 1.30944, -2.46111], [0.79821, 0.98565, -3.54825], [2.91074, 2.09530, -2.60730], [3.52346, 2.08963, -1.37415], [4.75492, 2.80866, -0.93433], [2.74947, -0.28209, 1.38145], [1.67804, -1.02665, 0.99390], [1.79547, -2.22061, 1.57710], [0.86641, -3.37189, 1.36920], [2.96649, -2.25397, 2.33986], [3.54660, -1.01370, 2.18346], [4.86191, -0.55998, 2.72704], [-0.67070, 5.44489, 1.53951], [-0.94881, 4.23477, 0.27022], [-1.65449, 4.01937, 1.87425], [0.97463, 4.38537, 3.80222], [3.27923, 3.19941, 4.63172], [3.07520, 1.48461, 4.26042], [4.24659, 2.45178, 3.35091], [4.12767, 1.43872, 1.23060], [0.42956, -0.03287, -3.45538], [-0.05216, 1.66741, -3.50805], [1.30218, 1.09358, -4.51104], [3.24138, 2.59813, -3.50092], [5.17630, 3.34931, -1.78155], [4.52452, 3.52611, -0.14472], [5.50942, 2.12327, -0.54647], [0.26886, -3.24683, 0.46958], [1.45471, -4.28679, 1.28752], [0.18941, -3.48865, 2.21574], [3.35123, -3.08555, 2.90689], [5.32643, -1.39523, 3.25116], [5.52935, -0.23830, 1.92752], [4.76150, 0.26869, 3.42594], [-2.89040, -2.50026, 6.53637], [-2.30603, -2.15087, 4.94678], [-1.40588, -1.11444, 4.72635], [-0.85415, -0.18883, 6.07857], [-0.94804, -0.80996, 3.45046], [0.19719, 0.44987, 3.26175], [-1.39920, -1.52030, 2.31011], [-1.06155, -1.26825, 1.09508], [-2.25773, -2.61572, 2.58479], [-2.69706, -3.63854, 1.26545], [-2.71626, -2.91047, 3.85874], [-3.79219, -4.24366, 4.10773], [-1.56211, 2.90133, -2.35784], [-1.75742, 2.11718, -1.43654], [-1.06512, 1.03498, -1.27345], [-2.88683, 2.34485, -0.47988], [-3.93717, 3.10799, -0.90274], [-5.02399, 3.37823, -0.05642], [-5.04198, 2.87098, 1.23809], [-4.00204, 2.09228, 1.66871], [-2.81400, 1.81017, 0.87177], [-1.81004, 1.25200, 1.32231], [-4.10576, 1.56345, 3.01818], [-4.65236, 2.25985, 3.86926], [-3.67650, 0.44814, 3.23955], [-6.12057, 4.16874, -0.51552], [-6.08812, 4.61881, -1.65698], [-7.06266, 4.37648, 0.24787], [-3.91312, 3.51465, -1.90380], [-5.87055, 3.07873, 1.89811], [2.79328, -1.76305, -3.16380], [2.23105, -3.12075, -2.75642], [2.65710, -3.45175, -1.33349], [0.73892, -3.27590, -3.03277], [0.42988, -4.30813, -3.91524], [-0.85524, -4.55008, -4.35585], [-1.84926, -3.68565, -3.94223], [-1.61527, -2.63007, -3.06489], [-2.81114, -1.69865, -2.88933], [-2.61910, -0.42459, -3.71543], [-3.26227, -1.37849, -1.46851], [-0.30807, -2.45132, -2.51776], [-0.07083, -1.53308, -1.50848], [3.88690, -1.79325, -3.13975], [2.46719, -0.99146, -2.47246], [2.47938, -1.48367, -4.17120], [2.70509, -3.86260, -3.40783], [2.31272, -2.67934, -0.65355], [3.74896, -3.48978, -1.26868], [2.25747, -4.41383, -1.00936], [1.23953, -4.93775, -4.26906], [-1.07087, -5.37010, -5.03025], [-2.85678, -3.81603, -4.32218], [-3.64109, -2.24314, -3.35191], [-1.77760, 0.15267, -3.34580], [-3.50753, 0.20912, -3.64542], [-2.44568, -0.66393, -4.76793], [-2.63138, -0.62702, -1.00583], [-3.25257, -2.26219, -0.83722], [-4.27960, -0.97805, -1.49468]], "total_energy_ha": -5819.101626, "charge": -2, "e_homo_ev": -3.1, "gap_ev": 6.92, "mol_weight_g_mol": 1011.77}